DFT (ωB97M-V/def2-TZVPD) results for a molecular structure, C29H29N7O4SeSn.

Output
Energy above the lowest of the compared OMol25 structures with the same formula, charge and spin, kJ/mol: 98.8
Charge: +2
HOMO level, eV: -13.229
Frontier orbital gap, eV: 6.52
Molecular weight, g mol⁻¹: 737.27

Structure (XYZ):
```
71
C29H29N7O4SeSn, DFT ωB97M-V/def2-TZVPD
Sn 0.26 0.46 0.66
C -0.25 -1.75 3.77
C -0.66 -0.36 3.38
C 0.22 0.72 3.55
C -0.18 2.02 3.28
C -1.47 2.27 2.82
C -2.36 1.21 2.64
C -1.95 -0.09 2.91
H -0.93 -2.51 3.38
H -0.25 -1.85 4.86
H 0.77 -1.99 3.44
H 1.22 0.53 3.93
H 0.51 2.84 3.44
H -1.79 3.29 2.63
H -3.37 1.40 2.30
H -2.66 -0.90 2.80
N -0.88 -2.08 0.31
N -0.89 -2.75 -0.93
C -0.51 -2.16 -2.07
N -0.42 -2.91 -3.15
N -0.42 -0.80 -2.02
N 0.12 -0.20 -3.05
O 0.03 1.10 -3.06
O 0.69 -0.71 -3.98
H -0.29 -2.60 0.95
H -1.82 -2.06 0.68
H -0.98 -3.75 -0.92
H -0.51 -3.91 -3.09
H 0.00 -2.53 -3.98
O 2.40 0.91 1.40
C 2.88 0.03 0.63
N 4.13 -0.32 0.40
C 4.20 -1.40 -0.61
C 2.69 -1.59 -0.89
O 2.17 -2.37 -1.66
N 1.99 -0.70 -0.11
C 4.97 -0.89 -1.84
C 6.27 -0.43 -1.64
C 7.01 0.04 -2.71
C 6.48 0.03 -3.99
C 5.20 -0.44 -4.19
C 4.44 -0.91 -3.12
C 4.82 -2.67 -0.05
C 5.72 -2.61 1.01
C 6.35 -3.76 1.48
C 6.08 -4.98 0.89
C 5.19 -5.05 -0.17
C 4.56 -3.90 -0.64
H 4.92 0.15 0.80
H 6.71 -0.45 -0.65
H 8.02 0.40 -2.54
H 7.07 0.39 -4.82
H 4.78 -0.46 -5.19
H 3.45 -1.29 -3.31
H 5.96 -1.67 1.50
H 7.05 -3.69 2.30
H 6.57 -5.88 1.24
H 4.98 -6.00 -0.65
H 3.89 -3.96 -1.49
Se -1.50 1.93 -2.17
C -1.57 3.36 -3.36
C -2.39 3.28 -4.49
C -2.47 4.35 -5.35
C -1.73 5.50 -5.09
C -0.91 5.59 -3.97
C -0.83 4.52 -3.09
H -2.96 2.38 -4.68
H -3.10 4.30 -6.23
H -1.79 6.34 -5.77
H -0.35 6.49 -3.77
H -0.20 4.57 -2.21
```

Mulliken atomic charge list, values in e, 8 entries: number 1, Sn, carries 1.081; number 2, C, carries -1.723; number 3, C, carries 0.391; number 4, C, carries -0.343; number 5, C, carries -0.450; number 6, C, carries -0.428; number 7, C, carries -0.668; number 8, C, carries -0.079

DFT (ωB97M-V/def2-TZVPD) results for 6 unconnected molecules or ions with the total composition C38H89FN4P in a non-equilibrium geometry.

Output
Charge: +1
HOMO level, eV: -11.999
Frontier orbital gap, eV: 7.34
Molecular weight, g mol⁻¹: 652.13

Structure (XYZ):
```
133
C38H89FN4P, DFT ωB97M-V/def2-TZVPD
C 3.34 3.57 -2.11
C 3.75 2.09 -1.92
C 2.57 1.16 -1.58
C 2.11 0.23 -2.73
C 2.05 -1.23 -2.27
C 0.84 0.68 -3.43
C 1.00 1.69 -4.61
F 2.18 2.33 -4.73
N -0.16 2.59 -4.44
C -0.99 1.95 -3.59
N -2.32 1.86 -3.78
N -0.21 1.41 -2.60
P -1.01 0.59 -1.26
N -0.66 1.31 0.06
H 2.31 3.72 -1.79
H 3.99 4.24 -1.57
H 3.40 3.86 -3.15
H 4.45 2.06 -1.10
H 4.29 1.72 -2.79
H 2.93 0.50 -0.79
H 1.75 1.72 -1.14
H 2.89 0.27 -3.48
H 1.36 -1.36 -1.45
H 3.03 -1.46 -1.88
H 1.83 -1.90 -3.09
H 0.35 -0.20 -3.86
H 0.81 1.11 -5.52
H -0.59 2.87 -5.31
H -3.01 2.31 -3.21
H -2.64 1.39 -4.60
H -2.38 0.67 -1.52
H -0.67 -0.77 -1.26
H -0.23 0.69 0.74
C 6.01 -7.49 -2.75
C 6.36 -6.77 -1.45
C 5.20 -5.96 -0.87
C 4.69 -4.84 -1.76
C 5.74 -3.80 -2.17
C 6.33 -3.04 -0.98
H 5.74 -6.79 -3.54
H 6.85 -8.08 -3.10
H 5.17 -8.17 -2.59
H 7.23 -6.12 -1.62
H 6.68 -7.51 -0.71
H 5.51 -5.55 0.10
H 4.37 -6.64 -0.66
H 3.87 -4.33 -1.25
H 4.25 -5.26 -2.67
H 5.27 -3.08 -2.84
H 6.55 -4.27 -2.73
H 5.54 -2.53 -0.42
H 7.04 -2.29 -1.31
H 6.85 -3.71 -0.29
C -2.82 6.76 2.71
C -4.18 6.33 2.16
C -4.38 4.82 2.17
C -3.40 4.03 1.30
C -3.38 4.42 -0.17
C -4.72 4.19 -0.88
H -2.00 6.38 2.11
H -2.74 7.85 2.72
H -2.69 6.41 3.74
H -4.31 6.73 1.15
H -4.96 6.79 2.77
H -5.41 4.60 1.85
H -4.30 4.46 3.20
H -3.65 2.96 1.38
H -2.39 4.13 1.71
H -2.61 3.83 -0.67
H -3.08 5.47 -0.29
H -5.02 3.14 -0.81
H -4.64 4.46 -1.94
H -5.51 4.80 -0.46
C 4.19 -13.05 -5.17
C 3.11 -12.11 -5.69
C 3.47 -11.43 -7.01
C 4.70 -10.53 -6.96
C 4.63 -9.40 -5.94
C 3.50 -8.41 -6.20
H 5.12 -12.51 -4.96
H 3.87 -13.53 -4.25
H 4.41 -13.83 -5.90
H 2.88 -11.35 -4.93
H 2.19 -12.68 -5.84
H 2.61 -10.86 -7.36
H 3.63 -12.21 -7.77
H 4.86 -10.10 -7.96
H 5.59 -11.14 -6.76
H 5.58 -8.86 -5.95
H 4.53 -9.81 -4.93
H 3.60 -7.96 -7.19
H 3.52 -7.61 -5.47
H 2.52 -8.89 -6.15
C 2.31 1.41 6.16
C 0.87 0.94 6.33
C 0.40 -0.01 5.23
C 0.40 0.58 3.82
C -0.44 1.84 3.65
C -1.93 1.62 3.92
H 2.45 1.97 5.23
H 2.61 2.06 6.98
H 3.00 0.56 6.14
H 0.21 1.81 6.38
H 0.78 0.43 7.29
H -0.60 -0.37 5.48
H 1.04 -0.90 5.24
H 0.05 -0.18 3.12
H 1.43 0.81 3.52
H -0.32 2.20 2.62
H -0.07 2.64 4.30
H -2.33 0.85 3.25
H -2.49 2.54 3.74
H -2.11 1.31 4.94
C -6.31 6.08 5.53
C -6.48 7.60 5.49
C -7.10 8.17 6.76
C -8.52 7.68 7.07
C -9.54 7.93 5.96
C -9.76 9.42 5.66
H -7.27 5.57 5.62
H -5.83 5.73 4.62
H -5.68 5.78 6.38
H -7.08 7.87 4.62
H -5.50 8.06 5.35
H -7.11 9.26 6.69
H -6.46 7.93 7.62
H -8.86 8.16 7.99
H -8.49 6.60 7.28
H -10.49 7.50 6.26
H -9.25 7.42 5.04
H -10.09 9.95 6.56
H -10.52 9.55 4.89
H -8.84 9.89 5.30
```

Mulliken atomic charge list, values in e, 8 entries: number 1, C, carries -1.119; number 2, C, carries -0.595; number 3, C, carries -0.883; number 4, C, carries 0.618; number 5, C, carries -1.905; number 6, C, carries -0.729; number 7, C, carries 0.008; number 8, F, carries -0.285